No. 1
ORCA calculation (ωB97M-V with the def2-TZVPD basis set) on 2 unconnected molecules or ions with the total composition CH8N3O.

Element x y z (Å)
N 1.333 0.456 -0.140
C 0.603 -0.660 -0.101
N -0.659 -0.637 -0.485
N 1.156 -1.804 0.335
H 2.217 0.417 0.344
H 0.860 1.347 -0.057
H -1.142 -1.491 -0.709
H -1.175 0.231 -0.441
H 2.105 -2.067 0.111
H 0.550 -2.608 0.391
H -1.988 2.456 1.014
H -2.220 2.333 -0.485
O -1.640 2.027 0.224

Output
lowest unoccupied orbital energy = -3.1 eV
ΔE to the lowest compared entry with this formula, charge and spin = 6.4 kcal/mol
orbital gap = 12.49 eV
HOMO energy = -0.571 Ha
net charge = +1

***

No. 2
ORCA calculation (ωB97M-V with the def2-TZVPD basis set) on 2 unconnected molecules or ions with the total composition C16H23Br2ClF8O4S.

Element x y z (Å)
C 2.424 -0.769 1.537
C 2.944 0.398 0.705
C 2.926 1.784 1.373
C 3.885 2.718 0.616
C 1.528 2.417 1.516
Cl 0.729 1.667 2.985
C 0.619 2.114 0.343
C -0.731 2.766 0.446
C -1.657 2.220 -0.663
Br -1.822 3.385 -2.204
C -3.049 1.906 -0.149
C -3.694 2.989 0.715
Br -2.952 0.202 0.789
O -0.541 4.205 0.295
S 0.115 4.886 1.569
O -0.743 4.756 2.693
O 0.522 6.177 1.154
C 1.601 3.917 1.827
H 1.344 -0.727 1.647
H 2.902 -0.799 2.511
H 2.633 -1.698 1.012
H 2.451 0.415 -0.265
H 3.991 0.198 0.484
H 3.328 1.640 2.375
H 4.247 3.525 1.244
H 3.367 3.189 -0.222
H 4.712 2.165 0.188
H 0.457 1.039 0.321
H 1.103 2.392 -0.595
H -1.190 2.581 1.412
H -1.207 1.307 -1.029
H -3.690 1.723 -1.002
H -3.595 2.756 1.770
H -4.741 3.093 0.456
H -3.207 3.944 0.534
H 1.791 4.054 2.887
H 2.341 4.448 1.244
C -1.763 -4.987 -0.549
C -0.984 -3.686 -0.278
C -1.344 -2.431 -1.079
F -1.108 -2.585 -2.397
F -0.566 -1.408 -0.647
F 0.344 -3.918 -0.359
F -1.267 -3.351 1.015
O -1.169 -5.990 -1.361
C -1.330 -6.066 -2.721
C 0.014 -5.990 -3.459
F 0.636 -4.824 -3.207
F -0.219 -6.073 -4.789
F -2.212 -5.165 -3.191
F -1.829 -7.295 -2.994
H -1.820 -5.460 0.429
H -2.789 -4.779 -0.855
H -2.392 -2.159 -0.930
H 0.657 -6.816 -3.147

Output
SMILES = CC[C@@H](C)[C@]1(Cl)C[C@H]([C@H](Br)[C@H](C)Br)OS(=O)(=O)C1.FC(F)C(F)(F)COC(F)(F)C(F)F
lowest unoccupied orbital energy = 0.3 eV
orbital gap = 10.86 eV
HOMO energy = -0.387 Ha

***

No. 3
ORCA calculation (ωB97M-V with the def2-TZVPD basis set) on a single C22H29N3O5S molecule.

Element x y z (Å)
C 8.061 -2.101 0.754
H 7.583 -2.616 1.593
O 7.570 -0.791 0.604
C 6.242 -0.618 0.373
C 5.317 -1.644 0.218
C 3.983 -1.338 0.010
C 3.540 -0.027 -0.073
C 4.480 1.008 0.034
C 5.810 0.702 0.266
H 6.527 1.501 0.369
O 4.141 2.336 -0.056
C 3.528 2.734 -1.277
H 3.436 3.817 -1.216
H 2.541 2.288 -1.411
H 4.168 2.472 -2.125
N 2.174 0.299 -0.200
S 1.421 0.739 1.252
O 2.257 0.339 2.345
O 0.088 0.192 1.216
C 1.312 2.533 1.236
H 2.322 2.919 1.252
H 0.767 2.821 2.126
H 0.781 2.815 0.336
C 1.324 -0.484 -1.068
C 0.131 0.413 -1.401
O 0.287 1.625 -1.430
N -1.043 -0.160 -1.716
C -1.391 -1.556 -1.573
H -0.516 -2.196 -1.656
C -2.108 -1.763 -0.237
N -3.314 -0.950 -0.229
C -4.111 -1.173 0.966
C -5.465 -0.528 0.840
C -6.196 -0.684 -0.332
C -7.445 -0.105 -0.462
C -7.982 0.632 0.581
C -7.261 0.790 1.751
C -6.007 0.216 1.878
H -5.446 0.347 2.793
H -7.674 1.365 2.567
H -8.959 1.082 0.480
H -8.004 -0.230 -1.379
H -5.767 -1.256 -1.140
H -3.598 -0.807 1.872
H -4.248 -2.255 1.073
C -2.957 0.454 -0.370
C -2.237 0.667 -1.700
H -1.936 1.708 -1.813
H -2.880 0.371 -2.532
H -3.872 1.049 -0.343
H -2.288 0.777 0.445
H -2.391 -2.813 -0.128
H -1.425 -1.482 0.581
H -2.079 -1.803 -2.389
H 1.001 -1.406 -0.577
H 1.875 -0.720 -1.983
H 3.268 -2.142 -0.071
H 5.611 -2.679 0.279
H 7.924 -2.689 -0.160
H 9.126 -1.995 0.956

Output
SMILES = COc1ccc(N(CC(=O)N2CCN(Cc3ccccc3)CC2)S(C)(=O)=O)c(OC)c1
lowest unoccupied orbital energy = 0.7 eV
ΔE to the lowest compared entry with this formula, charge and spin = 62.1 kcal/mol
orbital gap = 9.06 eV
HOMO energy = -0.308 Ha

***

No. 4
ORCA calculation (ωB97M-V with the def2-TZVPD basis set) on a single C2H3NO2S molecule in a non-equilibrium geometry.

Element x y z (Å)
C 1.137 -0.299 -0.008
C -0.828 1.006 -0.007
H 0.423 -2.254 0.020
H -1.157 1.523 -0.894
H -1.183 1.524 0.903
N 0.166 -1.251 -0.006
O 2.328 -0.470 -0.003
O 0.583 0.951 -0.001
S -1.470 -0.729 -0.004

Output
SMILES = O=C1NSCO1
lowest unoccupied orbital energy = 0.3 eV
ΔE to the lowest compared entry with this formula, charge and spin = 23.3 kcal/mol
orbital gap = 9.00 eV
HOMO energy = -0.321 Ha

***

No. 5
ORCA calculation (ωB97M-V with the def2-TZVPD basis set) on a molecular structure, C11H35F2NO18P3S2Ti in a non-equilibrium geometry.

Element x y z (Å)
Ti 14.133 15.518 -21.145
N 13.036 17.569 -21.744
S 13.402 18.748 -20.872
O 12.376 19.277 -19.964
O 14.474 19.615 -21.342
F 14.235 17.776 -19.858
S 12.106 18.614 -22.777
O 12.781 19.694 -23.503
O 10.667 18.756 -22.397
F 11.983 17.554 -23.991
C 10.357 16.010 -19.948
O 11.474 15.686 -20.720
H 9.874 15.130 -19.522
H 10.679 16.636 -19.115
H 9.579 16.556 -20.483
H 11.956 16.399 -21.145
C 15.721 17.462 -23.948
O 15.200 16.519 -23.091
H 16.101 18.307 -23.374
H 16.498 16.992 -24.551
H 15.017 17.958 -24.616
H 14.405 16.955 -22.773
C 15.678 12.223 -24.700
O 16.289 12.139 -23.427
P 15.431 12.133 -22.034
O 14.569 13.340 -21.871
O 14.641 10.761 -22.052
C 15.364 9.534 -21.928
O 16.547 11.964 -20.837
C 16.121 11.778 -19.478
H 16.266 13.034 -25.129
H 14.613 12.445 -24.647
H 15.822 11.268 -25.205
H 14.876 8.723 -21.387
H 16.426 9.589 -21.684
H 15.315 9.153 -22.948
H 15.067 11.593 -19.273
H 16.550 12.593 -18.894
H 16.555 10.861 -19.081
C 17.685 18.598 -20.582
O 18.043 17.489 -21.377
P 17.799 15.986 -20.839
O 16.376 15.649 -20.555
O 18.532 14.998 -21.901
C 18.008 14.684 -23.227
O 18.832 15.853 -19.521
C 18.873 14.618 -18.832
H 17.010 19.231 -21.157
H 18.522 19.150 -20.154
H 17.082 18.250 -19.743
H 18.251 13.635 -23.397
H 18.387 15.384 -23.971
H 16.919 14.729 -23.222
H 19.799 14.053 -18.938
H 18.056 14.021 -19.237
H 18.724 14.658 -17.753
C 15.635 13.551 -16.115
O 14.743 12.888 -17.048
P 13.541 13.785 -17.742
O 13.904 14.706 -18.859
O 12.448 12.691 -18.131
C 11.042 12.913 -18.128
O 12.943 14.580 -16.469
C 12.526 15.953 -16.556
H 16.632 13.152 -16.303
H 15.329 13.380 -15.083
H 15.669 14.624 -16.302
H 10.672 12.863 -19.152
H 10.792 13.926 -17.813
H 10.591 12.151 -17.492
H 11.528 16.070 -16.135
H 12.492 16.275 -17.597
H 13.255 16.536 -15.993

Output
expectation value of S² = 6.016
lowest unoccupied orbital energy (spin up / spin down) = -2.1 / -7.8 eV
spin multiplicity = 5
orbital gap (spin up / spin down) = 7.44 / 5.45 eV
HOMO energy (spin up / spin down) = -0.350 / -0.488 Ha
net charge = +1

***

No. 6
ORCA calculation (ωB97M-V with the def2-TZVPD basis set) on a single CH4Cl2NOP molecule in a non-equilibrium geometry.

Element x y z (Å)
C -0.986 1.027 0.136
N 0.418 0.493 0.170
O -0.672 -1.937 0.617
P 0.682 -1.158 0.013
Cl 0.994 -1.568 -1.915
Cl 2.384 -1.614 0.835
H -0.765 2.024 -0.407
H -1.642 0.403 -0.624
H -1.488 1.164 1.178
H 1.075 1.166 -0.002

Output
SMILES = CNP(=O)(Cl)Cl
lowest unoccupied orbital energy = 0.5 eV
ΔE to the lowest compared entry with this formula, charge and spin = 23.5 kcal/mol
orbital gap = 10.54 eV
HOMO energy = -0.370 Ha

***

| no. | electronic energy (hartree) |
| --- | --- |
| 1 | -282.2190 |
| 2 | -7729.7808 |
| 3 | -1794.3503 |
| 4 | -681.4223 |
| 5 | -4718.6409 |
| 6 | -1432.2770 |